(1)
Density functional theory data (wB97M-V/def2-TZVPD) for 25 unconnected molecules or ions with the total composition H50O25.

```
75
H50O25 (wB97M-V/def2-TZVPD)
O -2.745 -3.135 -3.919
H -2.726 -2.214 -3.659
H -2.000 -3.233 -4.511
O 2.955 3.114 2.444
H 2.214 3.363 2.997
H 3.495 3.903 2.398
O 3.073 0.226 3.467
H 3.339 -0.403 2.796
H 2.774 0.990 2.974
O -2.049 2.381 -0.978
H -2.496 2.914 -1.635
H -1.326 1.972 -1.453
O -3.869 -1.955 -1.165
H -4.712 -2.278 -1.480
H -3.221 -2.508 -1.601
O 1.085 3.191 -2.404
H 1.410 3.183 -1.504
H 0.454 2.472 -2.437
O 5.573 0.685 0.693
H 5.298 1.600 0.643
H 5.023 0.234 0.052
O -0.323 -1.700 -2.035
H 0.353 -2.259 -1.652
H -0.675 -2.214 -2.762
O 1.696 1.957 0.165
H 2.500 1.626 -0.236
H 1.983 2.339 0.995
O -1.283 -0.384 3.464
H -1.855 -1.080 3.141
H -0.808 -0.085 2.688
O 3.739 -1.912 1.679
H 3.385 -2.694 2.104
H 3.321 -1.898 0.818
O -4.348 0.702 -0.391
H -3.571 1.256 -0.458
H -4.050 -0.166 -0.663
O -0.223 -4.773 1.695
H -0.585 -3.921 1.940
H -0.703 -5.020 0.905
O -2.906 0.684 5.485
H -3.732 0.206 5.407
H -2.338 0.292 4.822
O -2.861 -0.401 -3.653
H -3.732 -0.087 -3.407
H -2.258 0.219 -3.242
O 2.003 -3.695 -3.948
H 2.514 -2.889 -4.026
H 1.819 -3.772 -3.011
O 3.409 1.416 -1.710
H 3.944 2.185 -1.513
H 3.142 1.536 -2.621
O -0.118 -0.039 0.625
H 0.360 0.749 0.364
H -0.461 -0.394 -0.195
O 0.850 1.747 5.777
H 1.540 1.348 6.307
H 0.658 1.095 5.103
O 1.156 -3.701 -1.190
H 1.895 -4.178 -0.814
H 0.394 -4.248 -0.997
O -0.443 0.908 -2.652
H -0.117 0.741 -3.536
H -0.334 0.074 -2.195
O 0.029 -0.385 -5.031
H -0.170 -1.266 -5.348
H 0.671 -0.044 -5.655
O 0.929 3.981 3.778
H -0.024 3.971 3.681
H 1.088 3.556 4.620
O -2.655 4.417 0.762
H -2.464 5.274 0.380
H -2.253 3.791 0.160
O -3.082 -2.203 1.721
H -3.336 -3.116 1.854
H -3.218 -2.049 0.786
```

The lowest unoccupied orbital energy comes out at -0.90 eV. Its total energy is -52001.3001 eV.

Atom charges from the Mulliken analysis, given in e for atoms 1 to 4: -0.63 0.30 0.32 -0.57

=====

(2)
Density functional theory data (wB97M-V/def2-TZVPD) for 26 unconnected molecules or ions with the total composition H52O26.

```
78
H52O26 (wB97M-V/def2-TZVPD)
O 1.186 -4.737 -1.081
H 1.479 -4.222 -1.832
H 1.159 -5.638 -1.403
O 4.757 0.764 0.060
H 5.439 0.268 0.514
H 4.946 0.636 -0.869
O 0.770 -4.033 2.007
H 1.696 -4.035 1.764
H 0.506 -3.115 1.939
O -1.178 -4.673 -3.203
H -1.694 -5.479 -3.192
H -1.321 -4.284 -2.340
O -0.035 3.871 -3.023
H 0.428 3.249 -2.463
H -0.356 4.543 -2.422
O 4.007 1.950 2.306
H 4.048 1.668 1.392
H 4.866 1.728 2.664
O 1.904 2.810 -0.026
H 2.649 2.220 -0.146
H 2.041 3.504 -0.671
O -3.901 -3.504 -0.615
H -3.838 -4.407 -0.303
H -2.997 -3.189 -0.621
O -4.626 4.412 -0.618
H -4.220 4.972 -1.280
H -3.915 3.852 -0.308
O 1.361 -0.919 -0.824
H 1.619 -1.050 0.088
H 2.178 -0.994 -1.318
O -1.099 -3.103 -0.700
H -0.893 -2.192 -0.911
H -0.245 -3.520 -0.580
O -5.241 -1.278 0.216
H -4.689 -0.584 0.577
H -4.681 -2.054 0.217
O -0.121 -2.316 -4.221
H -0.577 -3.118 -3.966
H 0.763 -2.420 -3.869
O -1.325 -1.942 5.373
H -1.736 -1.868 4.512
H -0.536 -1.404 5.310
O -2.517 5.160 3.319
H -3.161 5.721 2.888
H -1.994 4.800 2.603
O 0.914 -1.303 2.487
H 1.073 -1.410 3.425
H 1.018 -0.364 2.332
O -2.790 2.105 -0.507
H -2.098 1.482 -0.287
H -3.157 1.776 -1.328
O 3.653 -1.497 -2.152
H 4.271 -0.862 -2.515
H 3.880 -1.550 -1.224
O 0.885 1.571 2.518
H 0.626 2.050 3.306
H 1.523 2.141 2.089
O 1.099 -0.204 -5.658
H 0.580 -0.118 -6.458
H 0.565 -0.753 -5.084
O -3.392 1.042 -2.789
H -2.940 1.456 -3.524
H -3.863 0.306 -3.180
O 1.793 1.826 5.642
H 1.734 1.493 6.538
H 0.943 2.236 5.482
O 2.274 -3.580 -3.267
H 2.783 -2.812 -3.008
H 2.919 -4.184 -3.634
O -0.977 3.575 0.641
H -0.320 2.886 0.540
H -1.748 3.240 0.184
O -0.680 0.549 0.286
H -0.104 0.026 -0.270
H -0.097 0.938 0.938
O -0.205 3.642 4.466
H -0.235 4.416 3.904
H -0.834 3.828 5.164
```

The lowest unoccupied orbital energy comes out at -1.41 eV. Its total energy is -54080.8614 eV.

Atom charges from the Mulliken analysis, given in e for atoms 1 to 4: -0.64 0.41 0.30 -0.62

=====

It is found that the molar mass values, taken in the order of the records, are 450.38 468.39 g mol⁻¹.
It is found that the energy above the lowest of the compared OMol25 structures with the same formula, charge and spin values, taken in the order of the records, are 79.7 79.7 kcal per mole.
It is found that the maximum force values, taken in the order of the records, are 0.028 0.029 hartree/bohr.